#one
ORCA calculation (the ωB97M-V functional and the def2-TZVPD basis) on 2 unconnected molecules or ions with the total composition C3H10NO.

Each line ends with the natural charge from an NBO analysis.
Positions of all 15 atoms, in Å:
C1 1.36 -1.90 0.94  -0.27
O1 -0.02 -1.46 1.05  -0.78
H1 1.50 -2.98 0.93  0.21
H2 1.86 -1.47 1.80  0.20
H3 1.78 -1.54 0.00  0.17
H4 -0.52 -2.27 1.25  0.51
C2 -1.16 1.84 0.19  -0.41
C3 -0.21 0.87 -1.80  0.12
N1 -0.35 0.79 -0.54  -0.38
H5 -0.45 2.53 0.62  0.25
H6 -1.74 2.33 -0.58  0.22
H7 -1.80 1.32 0.89  0.25
H8 -0.69 1.69 -2.31  0.21
H9 0.42 0.27 -2.44  0.23
H10 0.00 -0.02 0.00  0.47

Output
Total charge: +1
Highest occupied orbital energy in eV: -14.954
HOMO-LUMO gap in eV: 10.189
Lowest unoccupied orbital energy in eV: -4.77

#two
ORCA calculation (the ωB97M-V functional and the def2-TZVPD basis) on 2 unconnected molecules or ions with the total composition C3H10NO.

Each line ends with the natural charge from an NBO analysis.
Positions of all 15 atoms, in Å:
C1 -1.64 -0.80 -0.88  -0.66
C2 -0.66 0.26 -0.48  -0.27
C3 1.59 -0.12 -1.40  0.13
N1 0.76 -0.16 -0.43  -0.37
H1 -1.30 -1.55 -1.59  0.23
H2 -1.97 -1.43 -0.02  0.24
H3 -2.60 -0.48 -1.31  0.27
H4 -0.78 1.26 -0.91  0.24
H5 -0.85 0.46 0.59  0.25
H6 2.43 -0.82 -1.40  0.25
H7 1.27 0.50 -2.22  0.23
H8 0.80 -0.76 0.39  0.45
H9 -0.64 0.89 2.93  0.48
H10 0.55 1.49 2.99  0.48
O1 0.24 0.68 2.56  -0.95

Output
Total charge: +1
Highest occupied orbital energy in eV: -15.547
HOMO-LUMO gap in eV: 10.403
Lowest unoccupied orbital energy in eV: -5.14

Least stable of them? #two.

#one
ORCA calculation (the ωB97M-V functional and the def2-TZVPD basis) on 2 unconnected molecules or ions with the total composition C7H20NP.

Each line ends with the natural charge from an NBO analysis.
Positions of all 29 atoms, in Å:
C1 -1.93 -0.59 1.69  -0.40
C2 -2.70 0.73 -0.17  -0.42
C3 -0.93 1.56 1.09  -0.43
C4 2.18 1.02 -0.21  -1.02
C5 1.64 -1.20 -2.20  -0.86
C6 1.83 -1.76 0.65  -0.98
C7 -0.51 -0.24 -0.42  -0.23
N1 -1.48 0.29 0.53  -0.30
P1 1.31 -0.48 -0.49  1.50
H1 -2.97 -0.85 1.62  0.27
H2 -1.30 -1.41 1.86  0.24
H3 -1.87 0.06 2.55  0.24
H4 -2.48 1.47 -0.92  0.25
H5 -3.13 -0.08 -0.73  0.24
H6 -3.48 1.15 0.51  0.27
H7 -1.73 2.06 1.60  0.26
H8 -0.30 1.36 1.93  0.23
H9 -0.45 2.19 0.42  0.24
H10 3.22 0.82 -0.53  0.31
H11 2.07 1.46 0.82  0.30
H12 1.86 1.81 -1.06  0.28
H13 1.82 -2.20 -1.98  0.26
H14 2.57 -0.66 -2.39  0.27
H15 0.73 -1.18 -2.89  0.30
H16 1.84 -1.40 1.71  0.29
H17 2.74 -2.19 0.33  0.30
H18 0.95 -2.43 0.69  0.27
H19 0.42 1.79 -1.83  0.06
H20 -1.09 -0.94 -1.19  0.27

Output
Total charge: +2
Highest occupied orbital energy (alpha / beta) in eV: -18.215 / -18.398
HOMO-LUMO gap (alpha / beta) in eV: 8.546 / 9.773
Lowest unoccupied orbital energy (alpha / beta) in eV: -9.67 / -8.63

#two
ORCA calculation (the ωB97M-V functional and the def2-TZVPD basis) on a gas-phase ion, C7H20NP (charge +2).

Each line ends with the natural charge from an NBO analysis.
Positions of all 29 atoms, in Å:
C1 1.87 0.16 -0.74  -0.47
C2 2.18 -1.62 0.90  -0.41
C3 1.61 0.59 1.54  -0.41
C4 -2.95 -0.69 -0.03  -0.90
C5 -1.23 0.32 -2.03  -1.06
C6 -1.60 2.05 0.40  -0.96
C7 -0.06 -0.73 0.37  -0.51
N1 1.35 -0.42 0.52  -0.21
P1 -1.49 0.36 -0.27  1.53
H1 1.40 1.07 -1.11  0.24
H2 2.93 0.42 -0.61  0.26
H3 2.02 -0.62 -1.63  0.27
H4 1.60 -2.16 1.64  0.25
H5 2.20 -2.38 0.10  0.25
H6 3.16 -1.24 0.97  0.25
H7 1.44 0.20 2.55  0.26
H8 2.70 0.74 1.54  0.25
H9 1.03 1.43 1.27  0.21
H10 -3.43 -0.63 1.01  0.31
H11 -2.52 -1.66 -0.09  0.26
H12 -3.55 -0.42 -0.77  0.26
H13 -0.31 0.76 -2.53  0.30
H14 -2.14 0.74 -2.56  0.31
H15 -1.17 -0.68 -2.45  0.29
H16 -0.87 2.65 -0.16  0.28
H17 -1.12 1.98 1.31  0.27
H18 -2.59 2.53 0.06  0.33
H19 -0.31 -1.35 1.23  0.27
H20 -0.17 -1.38 -0.45  0.25

Output
Total charge: +2
Highest occupied orbital energy in eV: -20.492
HOMO-LUMO gap in eV: 14.192
Lowest unoccupied orbital energy in eV: -6.30

Least stable of them? #one.

#one
ORCA calculation (the ωB97M-V functional and the def2-TZVPD basis) on a molecular structure, C9H15NOS.

Each line ends with the natural charge from an NBO analysis.
Positions of all 27 atoms, in Å:
C1 -2.76 0.89 -0.21  -0.14
C2 -1.61 -1.76 0.14  0.66
C3 2.81 0.74 0.04  -0.40
C4 2.00 0.88 1.38  -0.41
C5 2.00 1.05 -1.24  -0.42
C6 0.83 0.04 1.39  -0.42
C7 0.76 0.20 -1.23  -0.41
C8 -0.06 0.36 0.10  -0.05
C9 -3.06 -2.11 -0.22  -0.72
N1 -1.33 -0.42 -0.02  -0.50
O1 -0.79 -2.60 0.56  -0.62
S1 -2.50 2.26 0.48  0.24
H1 -3.42 0.38 -0.87  0.21
H2 3.59 1.40 0.01  0.21
H3 3.11 -0.36 0.09  0.20
H4 2.62 0.56 2.31  0.21
H5 1.85 1.88 1.70  0.20
H6 1.73 2.09 -1.59  0.20
H7 2.48 0.81 -2.16  0.21
H8 1.05 -1.02 1.32  0.23
H9 0.13 0.38 2.21  0.21
H10 0.12 0.54 -2.01  0.20
H11 1.17 -0.90 -1.35  0.21
H12 -0.47 1.42 0.28  0.19
H13 -3.34 -1.87 -1.35  0.21
H14 -3.89 -1.63 0.40  0.23
H15 -3.02 -3.19 -0.18  0.25

Output
Highest occupied orbital energy in eV: -8.876
HOMO-LUMO gap in eV: 7.781
Lowest unoccupied orbital energy in eV: -1.09

#two
ORCA calculation (the ωB97M-V functional and the def2-TZVPD basis) on a molecular structure, C9H15NOS.

Each line ends with the natural charge from an NBO analysis.
Positions of all 27 atoms, in Å:
C1 2.60 -0.07 -0.73  -0.10
C2 3.71 -0.94 1.02  -0.12
C3 1.89 0.65 0.27  -0.23
C4 -2.58 -0.47 -0.72  -0.62
C5 -1.75 0.43 1.44  -0.60
C6 -0.56 -1.44 0.15  -0.61
C7 0.95 1.78 0.07  -0.50
C8 -0.68 0.99 -0.82  0.23
C9 -1.36 -0.09 0.03  -0.11
N1 3.57 -0.91 -0.27  -0.42
O1 -0.25 0.66 -2.04  -0.72
S1 2.63 0.26 1.79  0.34
H1 2.40 -0.02 -1.82  0.21
H2 4.35 -1.44 1.70  0.22
H3 -3.44 -0.09 -0.22  0.21
H4 -2.61 -0.14 -1.76  0.22
H5 -2.77 -1.56 -0.77  0.21
H6 -0.76 0.65 1.77  0.22
H7 -2.38 1.27 1.41  0.21
H8 -2.36 -0.30 1.89  0.21
H9 0.43 -1.34 0.41  0.22
H10 -0.62 -2.02 -0.70  0.20
H11 -1.07 -1.92 0.94  0.21
H12 0.62 2.30 0.93  0.22
H13 1.39 2.27 -0.83  0.24
H14 -1.40 1.81 -1.00  0.18
H15 0.05 -0.34 -2.14  0.48

Output
Highest occupied orbital energy in eV: -8.143
HOMO-LUMO gap in eV: 8.821
Lowest unoccupied orbital energy in eV: 0.68

Least stable of them? #one.

#one
ORCA calculation (the ωB97M-V functional and the def2-TZVPD basis) on 2 unconnected molecules or ions with the total composition C6H15NO.

Each line ends with the natural charge from an NBO analysis.
Positions of all 23 atoms, in Å:
C1 -1.59 1.07 0.09  -0.61
C2 -1.93 -0.22 -0.63  -0.45
C3 -0.75 -1.11 -0.88  -0.08
C4 0.22 -0.79 -1.74  0.00
N1 0.28 0.40 -2.45  -0.83
C5 -0.73 -2.48 -0.24  -0.41
C6 -0.22 -2.42 1.22  -0.60
H1 -0.78 1.59 -0.44  0.21
H2 -2.38 1.82 0.05  0.21
H3 -1.28 0.96 1.12  0.21
H4 -2.69 -0.83 -0.12  0.21
H5 -2.48 -0.04 -1.57  0.20
H6 1.05 -1.46 -1.89  0.19
H7 0.75 0.32 -3.34  0.37
H8 -0.52 1.01 -2.55  0.38
H9 -1.74 -2.83 -0.14  0.20
H10 -0.15 -3.21 -0.79  0.20
H11 -0.74 -3.12 1.88  0.20
H12 -0.47 -1.45 1.65  0.20
H13 0.81 -2.69 1.32  0.21
O1 3.73 4.30 3.51  -0.95
H14 4.16 4.68 2.75  0.47
H15 4.35 3.83 4.07  0.47

Output
Highest occupied orbital energy in eV: -7.655
HOMO-LUMO gap in eV: 8.718
Lowest unoccupied orbital energy in eV: 1.06

#two
ORCA calculation (the ωB97M-V functional and the def2-TZVPD basis) on 2 unconnected molecules or ions with the total composition C6H15NO.

Each line ends with the natural charge from an NBO analysis.
Positions of all 23 atoms, in Å:
C1 -2.86 -0.56 -0.10  -0.44
C2 -1.62 -0.83 -0.51  -0.15
C3 -0.40 -1.26 0.23  -0.47
C4 -0.19 -0.55 1.54  -0.41
C5 0.09 0.97 1.49  -0.41
C6 0.81 1.49 0.22  -0.23
N1 2.08 0.76 -0.11  -0.87
H1 -3.60 -0.28 -0.86  0.20
H2 -3.12 -0.14 0.85  0.19
H3 -1.41 -0.76 -1.58  0.21
H4 -0.61 -2.33 0.52  0.23
H5 0.50 -1.32 -0.37  0.23
H6 0.57 -0.97 2.19  0.20
H7 -1.16 -0.60 2.03  0.21
H8 -0.86 1.56 1.53  0.21
H9 0.62 1.31 2.37  0.20
H10 0.13 1.31 -0.70  0.19
H11 0.98 2.59 0.31  0.19
H12 2.86 1.39 -0.19  0.37
H13 2.32 0.20 0.70  0.36
O1 1.26 -0.39 -2.40  -0.99
H14 1.16 0.46 -2.83  0.46
H15 1.78 -0.25 -1.58  0.50

Output
Highest occupied orbital energy in eV: -9.253
HOMO-LUMO gap in eV: 10.107
Lowest unoccupied orbital energy in eV: 0.85

#three
ORCA calculation (the ωB97M-V functional and the def2-TZVPD basis) on a single C6H15NO molecule.

Each line ends with the natural charge from an NBO analysis.
Positions of all 23 atoms, in Å:
C1 -2.32 -1.46 -0.36  -0.62
C2 -0.95 -1.37 0.29  -0.39
C3 -0.06 0.16 0.04  0.15
C4 -0.52 0.86 -1.23  -0.64
N1 -0.20 1.00 1.19  -0.89
C5 1.30 -0.43 -0.09  -0.43
C6 2.44 0.85 0.08  -0.06
O1 2.62 1.19 1.43  -0.74
H1 -2.22 -1.59 -1.44  0.20
H2 -2.88 -2.33 0.01  0.21
H3 -2.90 -0.56 -0.17  0.20
H4 -1.07 -1.40 1.37  0.18
H5 -0.39 -2.27 0.05  0.20
H6 -1.57 1.16 -1.14  0.21
H7 -0.41 0.22 -2.10  0.22
H8 0.04 1.78 -1.40  0.21
H9 -0.87 0.65 1.86  0.38
H10 -0.36 1.97 0.98  0.37
H11 1.56 -1.10 0.72  0.22
H12 1.45 -0.87 -1.07  0.20
H13 3.39 0.44 -0.28  0.17
H14 2.18 1.72 -0.53  0.14
H15 1.74 1.39 1.78  0.49

Output
Highest occupied orbital energy in eV: -8.789
HOMO-LUMO gap in eV: 9.657
Lowest unoccupied orbital energy in eV: 0.87

Least stable of them? #two.

#one
ORCA calculation (the ωB97M-V functional and the def2-TZVPD basis) on 2 unconnected molecules or ions with the total composition C6H15NO.

Each line ends with the natural charge from an NBO analysis.
Positions of all 23 atoms, in Å:
C1 3.58 2.60 -1.75  -0.60
C2 2.10 1.90 -1.79  -0.40
C3 1.99 1.03 -0.55  -0.33
C4 0.75 0.52 -0.41  0.02
N1 0.29 0.00 0.75  -0.63
C5 -1.15 -0.36 0.98  -0.21
C6 -1.51 -1.02 2.38  -0.64
H1 3.70 3.21 -2.65  0.20
H2 4.22 1.71 -1.60  0.20
H3 3.52 3.28 -0.95  0.20
H4 1.41 2.70 -1.92  0.20
H5 2.13 1.18 -2.54  0.20
H6 2.80 0.80 0.05  0.20
H7 0.09 0.48 -1.21  0.19
H8 0.95 -0.40 1.54  0.39
H9 -1.45 -1.05 0.15  0.18
H10 -1.74 0.56 0.77  0.19
H11 -1.01 -1.97 2.63  0.21
H12 -1.44 -0.53 3.39  0.22
H13 -2.70 -1.13 2.33  0.22
O1 -5.55 -4.38 -0.21  -0.96
H14 -5.73 -3.84 0.63  0.48
H15 -5.27 -5.28 0.00  0.48

Output
Highest occupied orbital energy in eV: -7.106
HOMO-LUMO gap in eV: 7.786
Lowest unoccupied orbital energy in eV: 0.68

#two
ORCA calculation (the ωB97M-V functional and the def2-TZVPD basis) on 2 unconnected molecules or ions with the total composition C6H15NO.

Each line ends with the natural charge from an NBO analysis.
Positions of all 23 atoms, in Å:
C1 0.77 0.14 3.59  -0.65
C2 0.66 0.55 2.15  -0.16
C3 1.60 0.52 1.19  -0.21
C4 1.30 1.12 -0.09  -0.46
C5 0.44 0.17 -0.92  -0.05
C6 -1.07 0.42 -1.08  -0.61
N1 1.01 0.17 -2.28  -0.83
H1 0.58 0.83 4.45  0.22
H2 0.12 -0.64 3.78  0.21
H3 1.81 -0.16 3.64  0.21
H4 -0.28 0.96 1.82  0.18
H5 2.69 0.31 1.45  0.20
H6 0.95 2.11 -0.18  0.22
H7 2.24 1.13 -0.73  0.22
H8 0.54 -0.78 -0.36  0.18
H9 -1.52 1.17 -0.56  0.21
H10 -1.09 0.89 -2.19  0.19
H11 -1.65 -0.54 -1.13  0.20
H12 1.67 -0.54 -2.41  0.36
H13 0.23 -0.15 -2.98  0.34
O1 -3.84 -2.82 -2.03  -0.91
H14 -3.15 -2.15 -2.07  0.46
H15 -4.00 -2.71 -3.07  0.46

Output
Highest occupied orbital energy in eV: -9.155
HOMO-LUMO gap in eV: 9.778
Lowest unoccupied orbital energy in eV: 0.62

#three
ORCA calculation (the ωB97M-V functional and the def2-TZVPD basis) on 2 unconnected molecules or ions with the total composition C6H15NO.

Each line ends with the natural charge from an NBO analysis.
Positions of all 23 atoms, in Å:
C1 -0.37 -2.53 0.21  -0.60
C2 -1.61 -1.71 -0.16  -0.43
C3 -1.36 -0.24 0.14  -0.25
C4 -0.88 0.18 1.30  -0.03
N1 -0.72 1.59 1.56  -0.62
C5 0.12 2.35 0.63  -0.23
C6 1.20 1.70 -0.25  -0.63
H1 -0.42 -3.48 -0.36  0.21
H2 -0.47 -2.76 1.27  0.21
H3 0.58 -2.03 0.03  0.20
H4 -1.95 -1.81 -1.21  0.21
H5 -2.50 -2.03 0.41  0.21
H6 -1.36 0.48 -0.69  0.20
H7 -0.64 -0.48 2.12  0.19
H8 -0.41 1.65 2.53  0.36
H9 0.53 3.25 1.10  0.21
H10 -0.55 2.66 -0.19  0.18
H11 2.21 1.79 0.15  0.20
H12 1.01 0.65 -0.47  0.19
H13 1.25 2.26 -1.19  0.22
O1 2.10 -0.20 -2.53  -0.94
H14 1.98 -0.15 -1.60  0.47
H15 2.27 -1.12 -2.80  0.47

Output
Highest occupied orbital energy in eV: -8.096
HOMO-LUMO gap in eV: 8.929
Lowest unoccupied orbital energy in eV: 0.83

Least stable of them? #one.

#one
ORCA calculation (the ωB97M-V functional and the def2-TZVPD basis) on a single C6H15NO molecule.

Each line ends with the natural charge from an NBO analysis.
Positions of all 23 atoms, in Å:
C1 -2.30 -0.30 -1.02  -0.63
C2 -1.63 0.84 -0.29  -0.42
C3 0.17 0.89 -0.40  -0.04
N1 0.60 0.60 -1.71  -0.85
C4 0.47 -0.02 0.72  0.32
C5 0.41 -1.51 0.44  -0.67
C6 2.25 0.36 1.03  -0.67
O1 -0.09 0.40 1.93  -0.72
H1 -1.81 -0.50 -1.98  0.20
H2 -2.34 -1.21 -0.43  0.19
H3 -3.34 -0.04 -1.25  0.21
H4 -1.84 1.78 -0.78  0.19
H5 -2.03 0.96 0.72  0.21
H6 0.40 1.93 -0.14  0.21
H7 1.46 1.03 -1.98  0.38
H8 0.55 -0.38 -1.98  0.37
H9 0.95 -2.03 1.23  0.22
H10 -0.60 -1.90 0.48  0.22
H11 0.90 -1.80 -0.49  0.22
H12 2.81 -0.57 1.09  0.19
H13 2.78 0.95 0.28  0.19
H14 2.39 0.88 1.98  0.21
H15 -0.17 -0.36 2.53  0.47

Output
Highest occupied orbital energy in eV: -8.179
HOMO-LUMO gap in eV: 9.039
Lowest unoccupied orbital energy in eV: 0.86

#two
ORCA calculation (the ωB97M-V functional and the def2-TZVPD basis) on a molecular structure, C6H15NO.

Each line ends with the natural charge from an NBO analysis.
Positions of all 23 atoms, in Å:
C1 -0.14 -1.53 2.33  -0.61
C2 -0.64 -1.15 0.91  -0.45
N1 -1.47 1.62 -0.34  -1.04
C3 -0.08 1.15 -0.22  0.27
C4 0.34 -0.23 0.17  -0.04
C5 1.67 -0.78 -0.27  -0.66
C6 1.05 1.94 -0.71  -0.70
H1 -0.36 -2.42 2.83  0.23
H2 1.00 -1.53 2.35  0.20
H3 -0.57 -0.72 2.97  0.22
H4 -1.53 -0.47 0.96  0.26
H5 -0.80 -2.03 0.22  0.22
H6 -0.26 0.05 -0.94  0.35
H7 -1.67 2.04 0.57  0.36
H8 2.53 -0.23 -0.03  0.23
H9 1.66 -1.06 -1.29  0.24
H10 1.76 -1.73 0.17  0.23
H11 1.78 2.07 0.10  0.23
H12 0.67 2.95 -0.93  0.25
H13 1.60 1.47 -1.59  0.24
H14 -2.48 0.45 -3.06  0.47
H15 -1.99 0.31 -1.73  0.48
O1 -2.06 -0.20 -2.49  -0.96

Output
Highest occupied orbital energy in eV: -7.596
HOMO-LUMO gap in eV: 8.214
Lowest unoccupied orbital energy in eV: 0.62

#three
ORCA calculation (the ωB97M-V functional and the def2-TZVPD basis) on 2 unconnected molecules or ions with the total composition C6H15NO.

Each line ends with the natural charge from an NBO analysis.
Positions of all 23 atoms, in Å:
C1 -2.08 1.64 0.08  -0.62
C2 -1.18 0.98 -1.06  -0.51
C3 -0.02 1.80 -1.35  0.69
N1 -0.17 3.26 -1.41  -0.85
O1 1.05 1.31 -1.70  -0.59
H1 -2.62 0.86 0.55  0.22
H2 -2.75 2.45 -0.45  0.20
H3 -1.58 2.36 0.78  0.21
H4 -1.02 -0.04 -0.74  0.24
H5 -1.68 1.07 -2.04  0.24
H6 0.76 3.55 -1.48  0.39
H7 -0.72 3.82 -0.91  0.37
C4 0.19 -2.46 0.06  -0.62
C5 0.87 -1.63 1.19  -0.41
C6 2.19 -2.25 1.44  -0.61
H8 -0.59 -1.73 -0.24  0.19
H9 -0.35 -3.35 0.56  0.22
H10 1.00 -2.62 -0.77  0.22
H11 1.13 -0.58 1.06  0.21
H12 -0.03 -1.46 2.00  0.18
H13 2.06 -3.31 1.31  0.20
H14 3.05 -1.75 0.65  0.21
H15 2.48 -1.90 2.48  0.21

Output
Highest occupied orbital energy in eV: -9.938
HOMO-LUMO gap in eV: 10.749
Lowest unoccupied orbital energy in eV: 0.81

Least stable of them? #two.